[1]
The following is a DFT calculation (wB97M-V/def2-TZVPD) of C3H4N2O2 in the gas phase at a distorted geometry.

Computed properties:
Net charge: 0
E_LUMO in Eh: 0.021
HOMO energy in hartree: -0.3583
Structure (SMILES): N#CCO/C=N\O

```
11
C3H4N2O2 wB97M-V/def2-TZVPD
N -1.3242 -0.3432 -2.5932
C -1.0104 -0.4179 -1.4083
C -1.0412 -0.4901 0.0883
O -0.6710 0.7980 0.7131
C 0.5725 1.2247 0.6638
N 1.6593 0.5227 0.5254
O 1.3920 -0.7827 0.0281
H -0.5027 -1.2766 0.6761
H -2.0748 -0.4788 0.2640
H 0.6961 2.2617 1.1292
H 2.3044 -1.0181 -0.0865
```

What are the Mulliken partial charges on each atom? They are as follows, in elementary charge units: N -0.442; C 0.373; C -0.267; O -0.325; C 0.152; N -0.413; O -0.381; H 0.314; H 0.300; H 0.312; H 0.376

***

[2]
The following is a DFT calculation (wB97M-V/def2-TZVPD) of 8 unconnected molecules or ions with the total composition C24H48O24 at a distorted geometry.

Computed properties:
Net charge: 0
E_LUMO in Eh: 0.018
HOMO energy in hartree: -0.3837
Structure (SMILES): COC(=O)OC.COC(=O)OC.COC(=O)OC.COC(=O)OC.COC(=O)OC.COC(=O)OC.COC(=O)OC.COC(=O)OC

```
96
C24H48O24 wB97M-V/def2-TZVPD
C -14.7349 -17.1544 13.2117
O -13.9600 -18.3034 12.9465
C -14.1099 -18.8762 11.7545
O -14.5524 -18.3529 10.7749
O -13.6612 -20.1284 11.7391
C -13.0184 -20.6699 12.8833
H -14.6431 -16.8407 14.2480
H -15.8028 -17.3218 13.1080
H -14.4621 -16.3095 12.5762
H -12.5284 -21.5874 12.5894
H -13.7504 -20.8695 13.6723
H -12.3264 -19.9526 13.3201
C -16.8259 -20.5325 9.2325
O -18.1054 -21.0382 8.7991
C -19.1527 -20.3113 9.1583
O -19.1530 -19.4183 9.9599
O -20.1977 -20.6826 8.4311
C -21.4187 -20.0433 8.7810
H -16.1142 -21.3486 9.1363
H -16.8457 -20.3024 10.2952
H -16.5547 -19.6945 8.6014
H -21.3154 -18.9617 8.6919
H -21.7177 -20.3075 9.7918
H -22.1674 -20.3550 8.0597
C -17.2318 -16.5869 10.0411
O -17.5849 -15.2175 9.7669
C -16.5778 -14.3591 9.7658
O -15.4031 -14.6099 9.8719
O -17.0812 -13.1502 9.5591
C -16.2926 -12.0267 9.8886
H -18.1478 -17.1538 9.9108
H -16.7299 -16.7504 10.9856
H -16.5782 -16.9155 9.2291
H -15.5280 -12.2988 10.6150
H -16.9530 -11.2934 10.3509
H -15.8408 -11.5705 9.0103
C -20.1396 -9.8424 10.5973
O -21.3598 -9.1363 10.4630
C -22.4398 -9.7475 10.9243
O -22.5315 -10.8963 11.2602
O -23.4297 -8.8520 10.9662
C -24.7079 -9.3839 11.3108
H -20.0867 -10.6964 9.9232
H -20.0235 -10.2144 11.6147
H -19.3613 -9.1423 10.3121
H -25.3167 -8.5160 11.5521
H -24.6590 -10.0844 12.1363
H -25.1478 -9.8478 10.4256
C -13.6136 -13.1057 7.3828
O -12.2550 -13.1917 7.8485
C -11.6919 -12.0859 8.3237
O -12.2320 -11.0421 8.5597
O -10.3786 -12.2497 8.4593
C -9.7090 -13.3099 7.7885
H -14.2893 -13.0332 8.2265
H -13.7650 -14.0129 6.8025
H -13.7581 -12.2937 6.6676
H -9.8619 -14.2487 8.3239
H -8.6499 -13.0798 7.8170
H -10.0730 -13.4064 6.7691
C -24.8195 -12.9647 8.8055
O -23.6117 -13.6806 9.0495
C -22.5017 -13.0330 8.6997
O -22.4665 -11.9621 8.1590
O -21.4662 -13.7922 9.0449
C -20.1640 -13.2059 8.9335
H -24.9787 -12.1709 9.5317
H -25.6183 -13.7013 8.8821
H -24.8424 -12.5656 7.7917
H -20.2158 -12.2721 8.3815
H -19.4930 -13.8840 8.4149
H -19.7897 -13.0849 9.9466
C -20.6350 -18.7932 15.6243
O -19.5561 -17.8621 15.6429
C -18.4712 -18.0752 14.8952
O -17.4402 -17.5096 15.1274
O -18.7325 -18.9505 13.9148
C -17.7185 -19.2650 12.9834
H -21.3608 -18.4478 16.3528
H -20.2908 -19.7896 15.9001
H -21.1055 -18.8153 14.6412
H -18.1442 -19.9349 12.2449
H -16.8576 -19.7929 13.4090
H -17.3276 -18.3863 12.4798
C -12.3786 -8.0890 7.7911
O -13.7000 -7.9916 8.3014
C -14.0981 -8.4984 9.4496
O -15.2544 -8.5139 9.7558
O -13.0883 -8.8116 10.2585
C -13.3710 -9.4382 11.4861
H -12.3195 -7.3262 7.0098
H -12.2158 -9.0452 7.3113
H -11.6246 -7.7918 8.5162
H -13.7129 -8.6748 12.1954
H -12.4864 -9.9310 11.8713
H -14.1828 -10.1556 11.4395
```

What are the Mulliken partial charges on each atom? They are as follows, in elementary charge units: C -0.052; O -0.380; C 0.890; O -0.468; O -0.338; C -0.686; H 0.234; H -0.169; H 0.217; H 0.247; H 0.262; H 0.319; C -0.281; O -0.381; C 0.812; O -0.473; O -0.359; C -0.601; H 0.275; H -0.020; H 0.291; H 0.270; H 0.276; H 0.239; C -0.082; O -0.389; C 0.673; O -0.650; O -0.288; C -0.955; H 0.230; H -0.130; H 0.344; H 0.353; H 0.395; H 0.405; C -0.264; O -0.349; C 0.897; O -0.578; O -0.386; C -0.623; H -0.089; H 0.326; H 0.294; H 0.258; H 0.324; H 0.221; C -0.337; O -0.402; C 0.772; O -0.461; O -0.348; C -0.633; H -0.064; H 0.279; H 0.369; H 0.265; H 0.242; H 0.310; C -0.551; O -0.365; C 0.902; O -0.589; O -0.352; C -0.687; H 0.126; H 0.256; H 0.316; H 0.410; H 0.265; H 0.255; C -0.621; O -0.323; C 0.718; O -0.514; O -0.416; C 0.094; H 0.252; H 0.290; H 0.263; H 0.208; H 0.394; H -0.419; C -0.539; O -0.375; C 0.890; O -0.576; O -0.285; C -0.521; H 0.285; H 0.181; H 0.291; H 0.345; H 0.258; H 0.081

***

[3]
The following is a DFT calculation (wB97M-V/def2-TZVPD) of a molecular structure, C5H9EuO3 at a distorted geometry.

Computed properties:
Net charge: +1
E_LUMO (spin up / spin down) in Eh: -0.115 / -0.138
HOMO energy (spin up / spin down) in hartree: -0.3496 / -0.4387
2S+1: 8

```
18
C5H9EuO3 wB97M-V/def2-TZVPD
O -1.2339 0.2652 -0.1006
Eu -3.1364 -2.9366 -1.5221
O -0.9503 -1.9155 -0.2350
C -0.4996 -0.8110 0.0585
C -0.6633 1.4498 -0.7065
C -1.7229 2.5203 -0.7431
H 0.2019 1.7591 -0.1073
H -0.3150 1.1890 -1.7136
H -2.0648 2.7740 0.2685
H -1.2919 3.4212 -1.2002
H -2.5841 2.2050 -1.3460
O 0.6064 -0.5965 0.7314
C 1.6031 -1.6323 0.7181
C 2.7455 -1.2157 1.5414
H 1.0662 -2.5531 1.0744
H 2.6762 -0.3314 2.1760
H 3.6942 -1.7398 1.4371
H 1.8687 -1.8516 -0.3311
```

What are the Mulliken partial charges on each atom? They are as follows, in elementary charge units: O -0.263; Eu 0.830; O -0.555; C 0.771; C -0.139; C -1.176; H 0.277; H 0.311; H 0.316; H 0.375; H 0.306; O -0.276; C -0.075; C -0.914; H 0.277; H 0.313; H 0.314; H 0.308

***

What are the ΔE to the lowest compared entry with this formula, charge and spin values for these records? In order: 5.1255 1.1183 4.4884 eV.
What are the DFT total energy values for these records? In order: -376.57544 -2749.05618 -1131.52909 Eh.